This record from OMol25 describes a structure of composition C39H42NO2PReSbSe4. The level of theory is wB97M-V/def2-TZVPD.

Each line ends with the Mulliken charge.
Geometry (Å):
1 Re -0.194 0.495 -0.213  -0.6177
2 O 0.086 0.744 1.530  0.8133
3 C 1.000 0.449 2.641  2.3391
4 C 2.069 -0.426 1.996  -1.6913
5 C 2.774 0.209 0.818  0.2050
6 C 4.150 0.329 0.819  -0.5837
7 C 4.805 0.714 -0.340  -1.1036
8 C 4.063 0.916 -1.491  -0.9610
9 C 2.684 0.812 -1.437  0.3509
10 C 1.857 0.960 -2.694  -2.0264
11 C 0.943 -0.258 -2.952  3.2758
12 O 0.037 -0.295 -1.778  1.9208
13 C 1.743 -1.543 -2.996  -0.2165
14 C 1.872 -2.386 -1.900  0.1940
15 C 2.681 -3.512 -1.975  -1.3093
16 C 3.374 -3.794 -3.141  -0.5775
17 C 3.247 -2.954 -4.239  -0.9794
18 C 2.431 -1.836 -4.171  -0.3815
19 C -0.006 -0.093 -4.121  -0.8478
20 C -0.066 1.061 -4.890  -0.2689
21 C -0.988 1.160 -5.927  -1.1286
22 C -1.856 0.114 -6.189  -0.5566
23 C -1.800 -1.044 -5.419  -0.9547
24 C -0.877 -1.148 -4.396  -0.2493
25 N 2.051 0.530 -0.280  0.1494
26 C 1.607 1.742 3.146  0.0205
27 C 1.448 2.958 2.499  0.7224
28 C 2.068 4.098 3.000  -1.2365
29 C 2.848 4.025 4.142  -0.6538
30 C 3.008 2.806 4.790  -0.9392
31 C 2.390 1.670 4.296  -0.5485
32 C 0.133 -0.243 3.677  -0.4414
33 C 0.193 -1.610 3.920  -0.3677
34 C -0.669 -2.193 4.841  -0.9477
35 C -1.603 -1.417 5.510  -0.6389
36 C -1.664 -0.049 5.273  -0.7885
37 C -0.794 0.537 4.369  -0.4568
38 H 1.608 -1.357 1.648  0.2544
39 H 2.809 -0.695 2.747  0.8134
40 H 4.701 0.096 1.719  0.6112
41 H 5.882 0.813 -0.355  0.4873
42 H 4.543 1.147 -2.431  0.5828
43 H 2.531 1.056 -3.545  0.8874
44 H 1.252 1.867 -2.649  0.3497
45 H 1.328 -2.187 -0.984  0.5086
46 H 2.765 -4.173 -1.122  0.4907
47 H 4.004 -4.671 -3.199  0.4505
48 H 3.777 -3.176 -5.156  0.4674
49 H 2.318 -1.195 -5.037  0.4652
50 H 0.603 1.892 -4.710  0.4510
51 H -1.019 2.057 -6.530  0.4710
52 H -2.568 0.191 -6.999  0.4696
53 H -2.465 -1.870 -5.635  0.4999
54 H -0.809 -2.062 -3.816  0.4782
55 H 0.848 3.035 1.601  0.3055
56 H 1.931 5.043 2.495  0.4106
57 H 3.325 4.913 4.532  0.4368
58 H 3.607 2.744 5.689  0.4607
59 H 2.497 0.729 4.824  0.4269
60 H 0.918 -2.239 3.421  0.4480
61 H -0.603 -3.255 5.039  0.4704
62 H -2.270 -1.874 6.229  0.4685
63 H -2.375 0.565 5.809  0.4952
64 H -0.829 1.606 4.202  0.3969
65 C -1.444 -2.595 0.938  -1.4852
66 C -2.352 -2.067 -0.169  -0.9126
67 P -2.527 -0.252 -0.140  0.2842
68 C -3.346 0.194 1.413  0.7344
69 C -4.755 -0.381 1.555  -1.3433
70 C -3.552 0.203 -1.583  -0.1721
71 C -4.481 -0.899 -2.098  -1.3713
72 H -1.399 -3.683 0.900  0.5548
73 H -1.787 -2.309 1.932  0.3302
74 H -0.415 -2.230 0.830  0.2833
75 H -3.346 -2.513 -0.108  0.8483
76 H -1.953 -2.329 -1.153  0.0690
77 H -3.364 1.285 1.466  -0.0020
78 H -2.687 -0.139 2.221  -0.2021
79 H -5.414 -0.027 0.762  0.3208
80 H -5.181 -0.056 2.504  0.4154
81 H -4.759 -1.471 1.548  0.3503
82 H -2.861 0.518 -2.371  0.2044
83 H -4.126 1.084 -1.293  0.4178
84 H -3.925 -1.758 -2.469  0.3104
85 H -5.069 -0.505 -2.925  0.4615
86 H -5.176 -1.241 -1.332  0.3264
87 Se -2.788 3.481 -0.557  -0.2565
88 Sb -2.182 4.627 1.695  0.8897
89 Se -0.580 2.706 -0.895  0.0161
90 Se -0.678 6.359 1.397  -0.3350
91 Se -3.209 3.468 3.430  -0.3130

Forces on the atoms, in the same order (eV/Å):
Re -0.29 0.16 0.69
O 0.00 -0.01 0.09
C -0.02 0.02 -0.03
C 0.05 0.01 -0.06
C -0.07 -0.03 0.03
C 0.04 0.01 -0.02
C -0.06 -0.01 -0.02
C 0.01 -0.01 0.05
C -0.06 0.04 -0.15
C 0.01 -0.19 0.08
C 0.05 0.17 -0.05
O 0.16 -0.32 -0.27
C 0.02 0.00 0.02
C -0.02 -0.01 -0.01
C 0.00 -0.01 0.00
C 0.02 -0.01 -0.01
C -0.01 -0.01 -0.01
C 0.01 0.02 0.04
C 0.05 0.01 0.00
C -0.01 0.03 0.01
C 0.00 -0.01 0.00
C 0.00 0.01 0.00
C 0.00 -0.02 0.00
C 0.01 -0.01 -0.02
N 0.06 -0.07 -0.15
C -0.02 -0.01 0.06
C 0.02 0.01 -0.05
C 0.00 0.00 0.00
C 0.00 0.00 -0.01
C 0.01 -0.01 0.00
C -0.02 0.00 0.03
C 0.01 -0.07 0.00
C 0.04 0.03 0.01
C -0.01 0.00 0.01
C 0.01 -0.02 0.00
C 0.01 0.02 0.00
C 0.00 -0.01 -0.02
H 0.02 -0.01 -0.01
H 0.00 0.02 0.01
H 0.00 0.00 0.00
H 0.00 0.00 0.00
H 0.00 0.00 0.00
H 0.00 0.01 0.00
H 0.01 -0.01 -0.03
H 0.00 -0.01 0.00
H 0.00 0.00 0.00
H 0.00 0.00 0.00
H 0.00 0.00 0.00
H 0.01 -0.01 -0.01
H 0.00 0.00 0.00
H 0.00 0.00 0.00
H 0.00 0.00 0.00
H 0.00 0.00 0.00
H 0.00 -0.01 0.00
H 0.00 0.00 0.00
H 0.00 0.01 0.00
H 0.00 0.00 0.00
H 0.00 0.00 0.00
H 0.00 0.00 0.00
H 0.00 0.00 0.00
H 0.00 0.00 0.00
H 0.00 0.00 0.00
H 0.00 0.00 0.00
H 0.01 0.01 0.00
C -0.02 0.00 0.02
C -0.05 0.02 -0.06
P 0.04 -0.05 -0.12
C -0.02 -0.04 0.02
C 0.01 0.01 0.00
C -0.03 -0.02 -0.01
C 0.00 0.01 0.01
H 0.02 0.00 0.00
H -0.01 0.00 -0.01
H 0.01 0.00 -0.01
H 0.00 0.00 0.03
H -0.01 0.01 -0.01
H 0.02 -0.01 -0.02
H -0.02 0.01 0.01
H 0.00 0.00 0.01
H 0.00 0.00 0.00
H 0.01 0.00 0.00
H -0.01 -0.01 -0.01
H 0.02 -0.01 0.01
H 0.00 0.00 0.00
H 0.00 -0.01 0.00
H 0.00 0.00 0.00
Se 0.21 -0.04 0.07
Sb 0.00 -0.18 -0.07
Se -0.15 0.52 -0.01
Se -0.05 -0.02 -0.02
Se 0.02 0.11 -0.02

Summary:
M in g mol⁻¹: 1211.55
Relative energy (zero: lowest compared OMol25 entry of this formula, charge and spin) in kJ/mol: 0.00
LUMO energy in eV: -7.11
E_tot in Ha: -11981.7663
Total charge: +2

***

This record from OMol25 describes an isolated molecule of C4H8O2. The level of theory is wB97M-V/def2-TZVPD.

Each line ends with the Mulliken charge.
Geometry (Å):
1 O -1.898 -0.235 0.612  -0.4975
2 C -0.615 -0.243 1.195  -0.7115
3 C 0.517 -0.014 0.200  0.8755
4 O 1.778 -0.253 0.757  -0.5510
5 C 0.326 1.045 -0.840  -0.4927
6 C 0.275 -0.419 -1.215  -0.8747
7 H -1.879 -0.849 -0.137  0.2933
8 H -0.406 -1.186 1.722  0.3053
9 H -0.615 0.571 1.930  0.3692
10 H 1.895 0.384 1.478  0.3619
11 H 1.181 1.626 -1.174  0.2861
12 H -0.619 1.575 -0.797  0.2271
13 H -0.707 -0.827 -1.455  0.1249
14 H 1.074 -0.853 -1.804  0.2842

Forces on the atoms, in the same order (eV/Å):
O -0.07 -0.15 -0.24
C 0.32 0.04 0.17
C -0.45 0.01 -0.06
O 0.01 0.15 0.06
C -0.02 0.22 0.00
C -0.13 -0.23 -0.12
H -0.18 0.14 0.41
H -0.08 0.09 -0.06
H 0.01 -0.14 -0.02
H 0.09 -0.15 -0.22
H -0.07 -0.18 0.14
H 0.11 -0.01 -0.10
H 0.38 0.07 -0.13
H 0.08 0.14 0.19

Summary:
M in g mol⁻¹: 88.11
Relative energy (zero: lowest compared OMol25 entry of this formula, charge and spin) in kJ/mol: 188.40
SMILES: OCC1(O)CC1
LUMO energy in eV: 0.90
E_tot in Ha: -307.6407
Total charge: 0

***

This record from OMol25 describes a structure of composition C21H14F2N3O in a non-equilibrium geometry. The level of theory is wB97M-V/def2-TZVPD.

Each line ends with the Mulliken charge.
Geometry (Å):
1 F -2.392 4.468 -1.360  -0.2997
2 C -2.275 3.171 -0.908  0.1503
3 C -3.415 2.564 -0.396  -0.7254
4 C -3.217 1.321 0.206  -0.7045
5 C -1.949 0.743 0.320  -0.2897
6 C -0.797 1.325 -0.280  -0.4018
7 C 0.516 0.665 -0.163  1.0245
8 C 1.659 1.625 -0.066  1.1886
9 C 2.948 1.061 -0.092  -0.8782
10 C 4.108 1.832 -0.091  -0.6245
11 C 4.076 3.219 0.037  -0.6831
12 C 2.820 3.768 0.258  0.1965
13 F 2.759 5.125 0.480  -0.3042
14 C 1.632 3.025 0.269  -0.5260
15 C -1.013 2.574 -0.924  -0.8237
16 H -4.381 3.064 -0.413  0.4806
17 H -4.086 0.794 0.613  0.3998
18 H -1.888 -0.204 0.852  0.4177
19 H 0.778 -0.017 0.876  0.0515
20 H 3.024 -0.017 -0.130  0.3543
21 H 5.069 1.344 -0.206  0.3950
22 H 4.969 3.841 -0.017  0.4709
23 H 0.701 3.533 0.539  0.6972
24 H -0.195 3.094 -1.422  0.8283
25 O 1.380 -1.667 2.129  -0.5605
26 C 0.692 -1.926 1.153  0.2910
27 C -0.246 -2.963 0.843  0.7594
28 C -0.992 -2.613 -0.295  -0.0341
29 C -1.891 -3.503 -0.840  -0.9129
30 C -2.101 -4.708 -0.161  -0.4255
31 C -1.426 -5.026 1.041  -0.6811
32 C -0.473 -4.147 1.535  -0.7409
33 N -0.690 -1.317 -0.672  0.0116
34 C 0.471 -0.800 -0.021  1.0055
35 N 1.769 -1.579 -0.928  0.3680
36 N 1.826 -1.925 -2.016  -0.5648
37 H -2.354 -3.284 -1.797  0.4544
38 H -2.781 -5.464 -0.572  0.3987
39 H -1.639 -5.948 1.572  0.4293
40 H 0.113 -4.308 2.443  0.4858
41 H -1.108 -0.741 -1.394  0.3217

Forces on the atoms, in the same order (eV/Å):
F 0.30 -1.55 0.17
C -0.22 0.97 -0.01
C 0.82 -0.11 0.03
C 0.03 -0.15 0.13
C -0.36 0.58 -0.16
C -2.83 0.58 0.16
C 1.15 0.62 1.68
C 2.35 0.19 1.08
C -0.13 0.23 -0.46
C 0.21 0.12 -0.02
C -0.57 -0.53 -0.07
C -0.39 0.70 0.14
F -0.23 -1.50 -0.15
C -0.34 -0.49 -0.33
C 0.39 -0.53 0.01
H 0.26 -0.12 -0.08
H 0.42 0.20 0.00
H -0.05 0.45 0.02
H -1.38 2.94 2.04
H 0.36 0.15 -0.08
H -0.09 -0.04 0.07
H -0.29 -0.18 0.11
H 0.47 -0.11 -0.25
H -0.34 -0.08 0.12
O -0.97 -0.68 -1.99
C 1.15 1.61 2.73
C -0.36 -0.30 -0.52
C 0.16 -0.19 0.83
C -0.13 -0.22 -0.30
C 0.28 -0.47 0.34
C -0.07 0.42 -0.35
C 0.22 -0.06 0.17
N 1.88 0.64 0.52
C -4.72 -1.17 -2.69
N 3.71 -3.41 -8.45
N -0.28 1.75 5.61
H -0.22 -0.09 0.24
H 0.22 0.52 0.12
H -0.01 0.11 -0.18
H -0.28 -0.25 -0.29
H -0.11 -0.57 0.07

Summary:
M in g mol⁻¹: 362.36
LUMO energy in eV: -5.52
E_tot in Ha: -1247.4476
Total charge: +1

***

This record from OMol25 describes a structure of composition C23H36Br21N2O in a non-equilibrium geometry. The level of theory is wB97M-V/def2-TZVPD.

Each line ends with the Mulliken charge.
Geometry (Å):
1 C 2.744 1.497 -1.601  -1.0140
2 C 1.769 2.305 -0.942  0.1849
3 C 0.551 3.097 -0.115  -0.2285
4 C -0.522 3.850 -1.099  -0.6596
5 C -1.232 2.910 -2.228  -0.8131
6 C -2.333 1.810 -1.615  0.0724
7 C -3.257 2.390 -0.412  -0.9068
8 C -3.058 1.551 1.022  0.3581
9 C -3.335 -0.030 0.547  -0.9537
10 C -2.074 -0.440 -0.390  0.3694
11 C -0.831 -0.842 0.655  -0.9591
12 C 0.410 -1.623 -0.075  0.5608
13 C -0.009 -2.957 -0.931  -0.6642
14 C -0.319 -2.553 -2.522  0.1627
15 N 0.168 -3.663 -3.459  -0.4576
16 C -0.938 -4.718 -3.660  0.5398
17 C -1.340 -5.297 -5.142  -0.7233
18 O -1.631 -5.187 -2.598  -0.5523
19 N -1.571 0.550 -1.378  0.3681
20 H 3.638 0.901 -2.109  0.4883
21 H 1.000 3.877 0.660  0.4947
22 H 0.026 2.250 0.534  0.2116
23 H -1.247 4.462 -0.412  0.3000
24 H 0.109 4.669 -1.697  0.4018
25 H -1.751 3.609 -3.030  0.3215
26 H -0.393 2.311 -2.825  0.2802
27 H -3.062 1.601 -2.538  0.3306
28 H -3.216 3.555 -0.246  0.3238
29 H -4.392 2.165 -0.710  0.3484
30 H -1.985 1.712 1.464  -0.4847
31 H -3.931 1.915 1.720  0.2639
32 H -4.374 -0.155 0.011  0.3340
33 H -3.339 -0.691 1.526  0.3669
34 H -2.351 -1.440 -0.958  0.0874
35 H -0.489 0.145 1.232  -0.0600
36 H -1.315 -1.530 1.497  0.4733
37 H 0.904 -0.863 -0.841  -0.3910
38 H 1.278 -1.912 0.681  0.2741
39 H 0.919 -3.682 -0.937  0.1743
40 H -0.966 -3.408 -0.413  0.2469
41 H -1.486 -2.418 -2.704  -0.0995
42 H 0.181 -1.523 -2.795  0.2192
43 H 0.257 -3.221 -4.412  0.3328
44 H -1.975 -4.446 -5.685  0.0785
45 H -1.989 -6.289 -5.067  0.2657
46 H -0.431 -5.520 -5.846  0.3207
47 H -0.556 0.764 -1.135  -0.2169
48 H -1.506 0.049 -2.317  0.5627
49 C 4.682 -2.111 1.007  -0.4246
50 Br 6.623 -2.157 1.124  -0.0611
51 Br 4.059 -0.649 -0.116  0.0668
52 Br 3.950 -3.821 0.439  -0.0347
53 H 4.305 -1.921 2.017  0.4493
54 C 4.639 2.879 2.295  -0.4105
55 Br 6.126 2.056 1.350  -0.0450
56 Br 4.955 4.768 2.636  0.0741
57 Br 2.947 2.581 1.383  0.0888
58 H 4.568 2.386 3.270  0.3617
59 C -2.762 2.207 5.372  -0.3900
60 Br -3.681 0.604 5.980  0.0629
61 Br -1.281 1.785 4.183  0.0494
62 Br -3.989 3.487 4.574  -0.0218
63 H -2.333 2.685 6.259  0.3599
64 C -6.677 0.397 9.320  -0.2906
65 Br -5.510 1.940 9.121  -0.0233
66 Br -8.534 0.840 8.947  -0.0004
67 Br -6.066 -1.114 8.258  -0.0506
68 H -6.626 0.091 10.370  0.3489
69 C -5.329 -3.497 -6.514  -0.3724
70 Br -5.651 -5.407 -6.341  0.0206
71 Br -4.147 -2.833 -5.119  0.0101
72 Br -4.686 -3.029 -8.290  0.0096
73 H -6.293 -2.996 -6.381  0.3435
74 C 6.798 8.056 1.676  -0.3008
75 Br 5.567 7.826 3.164  -0.0763
76 Br 7.020 9.930 1.203  -0.0338
77 Br 8.505 7.186 2.007  0.0156
78 H 6.348 7.559 0.810  0.3448
79 C 8.285 -5.755 -0.099  0.3001
80 Br 10.157 -5.559 0.394  -0.0136
81 Br 8.043 -5.767 -2.029  -0.0068
82 Br 7.474 -7.310 0.742  -0.0103
83 H 7.760 -4.874 0.284  -0.2725

Forces on the atoms, in the same order (eV/Å):
C -7.02 5.72 4.06
C 5.74 -5.51 -4.97
C 0.05 -0.80 -0.41
C 1.33 0.62 -0.56
C -0.01 0.07 0.05
C -1.24 3.20 -2.38
C -1.25 -0.76 0.94
C -1.19 -0.09 -1.94
C 0.62 1.29 0.77
C -0.43 -3.71 2.89
C -0.39 -0.35 0.42
C 0.52 0.56 -0.55
C -0.02 1.00 -0.17
C -0.84 -0.22 1.01
N -3.50 -0.25 -1.54
C -2.70 -2.15 4.44
C 0.08 0.44 -0.33
O 4.30 3.24 -6.20
N 1.17 -0.58 -0.81
H -2.49 1.85 1.23
H -0.91 -1.72 -2.03
H 1.05 1.76 -1.29
H 1.17 -1.41 -1.40
H -1.40 -1.80 1.29
H 0.90 -1.53 1.84
H -1.66 1.27 1.31
H 1.61 0.21 2.15
H 0.37 -2.44 -0.58
H 2.53 0.53 0.57
H -2.33 -0.38 -0.70
H 2.10 -0.74 -1.11
H 2.10 0.44 0.99
H 0.11 1.12 -2.28
H 0.59 2.17 1.01
H -0.52 -2.08 -1.37
H 1.05 1.40 -1.95
H -0.73 -1.43 1.60
H -2.07 0.78 -1.39
H -2.14 1.31 0.03
H 2.07 0.46 -1.29
H 2.17 -0.22 0.56
H -0.52 -2.18 0.43
H 0.22 -0.70 1.19
H 1.35 -1.90 1.26
H 1.44 2.40 0.22
H -1.49 0.53 1.58
H -1.26 -0.09 -0.25
H 0.02 0.82 1.44
C 0.06 -0.07 0.21
Br -0.48 0.01 -0.08
Br 0.17 -0.73 0.45
Br 0.20 0.42 0.08
H 0.18 -0.06 -0.45
C 0.09 -0.09 0.59
Br -0.35 0.30 0.22
Br -0.13 -0.73 -0.23
Br 1.62 0.17 1.62
H 0.09 0.20 -0.43
C -0.13 -0.02 0.29
Br 0.28 0.48 -0.30
Br -0.16 0.07 0.31
Br 0.30 -0.35 0.14
H -0.15 -0.20 -0.43
C -0.07 0.01 0.22
Br -0.33 -0.34 0.05
Br 0.54 -0.12 0.04
Br -0.16 0.33 0.21
H 0.00 0.13 -0.49
C -0.36 -0.06 -0.22
Br 0.19 0.56 -0.02
Br -0.27 -0.05 -0.18
Br -0.10 -0.14 0.52
H 0.47 -0.21 -0.02
C 0.06 -0.07 -0.30
Br 0.35 0.44 -0.21
Br -0.06 -0.51 0.20
Br -0.48 0.25 -0.03
H 0.18 0.21 0.41
C -0.09 0.18 0.10
Br -0.49 -0.08 -0.15
Br 0.07 -0.03 0.49
Br 0.23 0.38 -0.24
H 0.22 -0.40 -0.18

Summary:
M in g mol⁻¹: 2034.54
Relative energy (zero: lowest compared OMol25 entry of this formula, charge and spin) in kJ/mol: 1012.00
LUMO energy in eV: -2.77
E_tot in Ha: -55136.2901
Total charge: +1

***

This record from OMol25 describes a cluster of 2 separate species, C7H11NOS in total in a non-equilibrium geometry. The level of theory is wB97M-V/def2-TZVPD.

Each line ends with the Mulliken charge.
Geometry (Å):
1 N 0.137 3.125 0.669  -0.4849
2 C -0.448 2.220 0.230  -0.0321
3 C -1.146 0.943 0.036  0.3067
4 C -0.616 -0.113 -0.553  -0.8821
5 C -1.476 -1.293 -0.193  -0.5405
6 C -2.894 -0.598 0.118  -0.7914
7 C -2.441 0.683 0.738  -0.4340
8 H 0.329 -0.333 -0.935  0.8825
9 H -1.042 -1.882 0.599  0.3081
10 H -1.757 -2.100 -0.954  0.3074
11 H -3.425 -0.499 -0.810  0.3461
12 H -3.467 -1.030 0.871  0.3381
13 H -3.053 1.549 0.568  0.4312
14 H -2.122 0.459 1.814  0.2315
15 C 3.811 0.560 -0.638  -0.8064
16 S 3.882 -1.008 0.481  0.0628
17 O 2.469 -1.855 0.203  -0.4793
18 H 3.301 0.150 -1.542  0.2381
19 H 4.916 0.867 -0.871  0.2918
20 H 3.324 1.347 -0.261  0.3368
21 H 1.719 -1.192 0.430  0.3694

Forces on the atoms, in the same order (eV/Å):
N -0.85 -1.00 -0.98
C 0.52 0.11 1.01
C 1.43 1.96 -0.30
C -1.43 -1.57 0.99
C -3.07 -1.25 -1.69
C 2.54 -0.21 0.00
C 1.43 0.47 0.49
H 1.42 0.53 -0.91
H 0.12 0.06 0.78
H 1.07 1.24 0.40
H -0.29 0.21 -0.32
H -1.21 -1.64 0.80
H -0.72 0.26 0.70
H -0.94 0.79 -1.04
C 3.10 -4.52 -1.98
S 0.57 1.48 -0.26
O -1.90 2.39 0.01
H 0.60 0.64 0.41
H -2.08 -0.83 0.37
H -1.98 2.76 1.79
H 1.67 -1.89 -0.27

Summary:
M in g mol⁻¹: 157.24
Relative energy (zero: lowest compared OMol25 entry of this formula, charge and spin) in kJ/mol: 231.69
SMILES: N#CC1=CCCC1.CSO
LUMO energy in eV: 0.39
E_tot in Ha: -801.4008
Total charge: 0